ORCA calculation (ωB97M-V/def2-TZVPD) on C16H49HfN2O10 as an isolated structure at a distorted geometry.

```
! wB97M-V def2-TZVPD RIJCOSX def2/J DEFGRID3
* xyz 2 2
H -23.060 -1.580 1.599
H -5.924 -3.867 3.390
H -5.656 -4.405 5.001
H -10.490 -10.404 1.843
H -6.444 -6.613 3.422
C -18.954 -8.032 2.215
H -14.638 -5.702 0.599
H -16.966 -8.483 2.533
H -11.074 -7.979 1.820
H -21.281 -4.823 0.750
H -20.846 -4.438 2.456
H -17.777 -5.709 -1.277
O -16.540 -2.494 -0.743
H -15.300 -4.228 3.115
H -8.565 -7.348 4.164
O -13.847 -3.359 -1.811
H -7.237 -5.479 2.203
O -17.465 -4.263 -2.687
H -17.165 -2.884 -0.132
C -22.719 -2.569 1.906
H -15.402 -6.273 2.065
H -19.776 -2.802 -0.237
C -11.294 -8.022 2.887
C -18.328 -5.164 -2.043
C -15.254 -5.390 1.442
O -14.714 -2.968 1.439
H -10.753 -6.516 4.432
H -18.966 -9.065 1.869
H -17.454 -6.713 2.846
H -9.352 -5.264 3.115
O -10.470 -8.924 3.498
H -6.782 -3.064 4.553
C -19.536 -4.362 -1.462
C -7.298 -5.986 3.166
H -10.319 -11.067 3.444
C -16.243 -4.879 -3.169
H -19.961 -3.711 -2.227
H -11.800 -10.297 2.924
H -19.285 -8.188 3.242
H -22.577 -2.604 2.987
N -19.131 -3.565 -0.384
C -20.804 -4.107 1.419
H -13.540 -3.450 -2.713
H -13.351 -0.637 2.365
C -17.564 -7.618 2.247
H -18.948 -5.055 1.021
C -10.714 -10.214 2.893
H -14.087 -4.248 -1.549
O -13.067 -0.407 1.480
H -13.541 -6.890 -1.755
C -19.337 -4.037 1.022
H -20.353 -5.050 -1.245
H -18.803 -3.455 1.773
H -15.794 -4.216 -3.908
H -12.255 -6.101 -1.627
H -16.825 -2.798 -1.605
O -13.193 -6.057 -1.438
C -6.444 -4.074 4.325
C -14.702 -4.198 2.204
H -20.470 -7.990 1.042
H -12.349 -8.270 3.008
H -17.253 -7.292 1.255
H -12.650 0.449 1.578
H -18.529 -6.023 -2.683
Hf -14.188 -1.508 -0.419
H -13.719 -4.451 2.600
H -16.279 -5.235 1.104
O -21.424 -2.794 1.224
H -23.628 -3.120 1.667
N -9.638 -6.165 2.758
O -19.858 -7.353 1.419
H -8.279 -7.741 2.493
C -10.867 -6.618 3.352
H -11.563 -5.872 2.969
C -8.458 -6.908 3.173
H -16.427 -5.709 -3.851
H -15.549 -5.222 -2.402
O -7.472 -5.052 4.249
*
```

Summary:
E_HOMO (alpha / beta) (eV): -12.2 / -12.2
Frontier orbital gap (alpha / beta) (eV): 3.466 / 2.875

ORCA calculation (ωB97M-V/def2-TZVPD) on C19H34Ca2F8N4O34S8 as an isolated structure at a distorted geometry.

```
! wB97M-V def2-TZVPD RIJCOSX def2/J DEFGRID3
* xyz 0 1
H -8.957 -1.720 1.911
O 0.086 4.537 -6.481
H -8.087 -0.173 1.867
F -3.170 -6.419 -1.932
S 1.723 -0.169 2.553
F -5.337 -7.201 3.473
H 4.383 8.246 -0.967
C -0.657 3.433 -6.698
C 4.076 -3.998 -8.880
H 6.356 -4.093 -2.150
H 6.264 -5.883 -2.519
H -5.277 5.978 -1.823
S -4.237 -5.377 -2.573
H 1.168 3.287 -8.793
O -3.468 -5.089 -3.802
S 5.943 0.678 9.957
O -9.256 -0.468 3.470
F -1.392 0.531 0.785
F -0.772 -7.573 4.475
F -7.591 -6.033 -3.940
H -3.800 7.804 -1.085
H 1.428 -3.233 -7.791
N 0.281 -0.368 2.228
O 0.337 2.008 0.957
C -5.505 7.044 -1.821
S -4.397 -8.326 4.067
C 3.838 -6.403 -9.211
C 7.685 -6.504 -0.385
N 5.070 2.170 9.805
C 0.353 3.971 -8.554
C -8.298 -1.044 6.740
O 3.490 -2.979 -8.174
H 3.294 8.033 0.343
O -8.540 7.307 -3.279
O 5.146 8.476 0.934
C -7.600 7.247 -2.475
H -6.083 6.678 0.118
H 1.089 5.837 -7.753
H 3.474 -7.302 -8.715
C 5.284 8.004 2.163
O 3.559 -5.180 -8.549
O 4.611 7.111 2.706
N -3.059 -7.312 4.193
S -6.131 -5.282 -3.939
H -7.900 -2.055 6.834
C 2.370 -3.111 -7.255
H -7.540 -0.379 7.154
H 5.144 -5.050 -1.475
F 4.129 3.625 11.067
H 3.323 -6.385 -10.171
H -9.822 -0.155 1.559
C -6.295 7.414 -0.657
O 7.905 -6.675 0.899
O 7.850 -7.415 -1.212
O -0.595 3.116 -8.013
H 7.539 9.090 1.112
H 0.155 4.725 -9.316
H -4.563 9.103 -2.074
H 6.775 10.467 1.899
O -4.342 -9.274 2.935
O -5.096 -8.671 5.292
O -8.897 -0.665 5.558
H 2.496 -3.939 -6.557
S 0.234 0.610 0.843
H 6.807 -5.155 1.828
H 1.990 4.461 -7.244
C -4.306 8.045 -2.020
C 7.719 -5.748 1.904
S 4.983 2.294 11.339
S -2.125 -8.494 4.509
H -9.070 -1.035 7.509
O 7.022 -5.287 -0.635
O -6.589 -3.981 -3.542
O -1.837 -9.533 3.518
O 6.351 8.594 2.748
Ca 2.924 4.912 7.002
H 8.608 -5.138 2.066
C 7.256 9.506 2.079
N -5.380 -6.317 -2.774
O 3.995 1.503 12.099
O 5.061 -3.875 -9.614
F 1.800 -1.510 3.530
C 6.193 -5.100 -1.764
O -2.070 -8.868 5.921
H 4.374 6.770 0.029
C -9.032 -0.653 2.122
F 6.173 0.336 8.393
O 7.341 0.916 10.375
Ca -2.832 -2.971 3.742
O -4.355 -4.404 -1.454
H -3.610 7.775 -2.815
C -8.371 -0.852 4.391
O -1.264 2.854 -5.825
H 4.916 -6.459 -9.364
H 8.208 9.588 2.603
O -6.292 7.332 -2.911
H -6.033 8.385 -0.236
H 2.229 -2.167 -6.729
O 0.659 -0.014 -0.414
H 7.633 -6.209 2.888
O -7.247 -1.282 4.174
O 5.277 -0.546 10.483
O -7.632 7.214 -1.174
O -5.773 -5.556 -5.334
O 2.051 0.906 3.489
C 4.330 7.859 0.051
C 0.979 4.785 -7.490
O 6.001 2.976 12.128
O 2.742 -0.480 1.543
*
```

Summary:
E_HOMO (eV): -8.5
Frontier orbital gap (eV): 0.886

Which formula does entry 2 have? C19H34Ca2F8N4O34S8

Number 2 is which compound? C19H34Ca2F8N4O34S8